Entry from the OMol25 dataset: a cluster of 13 separate species, C69H159N5O13 in total in a non-equilibrium geometry (the ωB97M-V functional and the def2-TZVPD basis).

The value obtained for the relative energy (zero: lowest compared OMol25 entry of this formula, charge and spin) is 76.0 kcal/mol. Its gap between HOMO and LUMO is 8.4 eV. The calculation puts the electronic energy at -108191.454 eV.

The geometry in XYZ format:
```
246
Properties=species:S:1:pos:R:3:forces:R:3
C 3.32995 -8.39529 2.88559 -0.52 0.75 0.08
C 3.48504 -7.05890 2.10971 1.24 0.68 0.07
C 3.77154 -7.52467 0.67395 -0.52 0.59 -1.83
C 3.59726 -6.43900 -0.47543 -0.95 -1.17 1.94
C 2.23760 -5.67660 -0.24262 1.98 -0.65 -0.03
C 2.05245 -5.11340 1.18547 -1.55 0.91 -0.61
N 2.25110 -6.17335 2.17708 -0.10 -2.13 -0.53
O 1.90954 -5.77989 3.50583 1.27 0.75 -0.32
C 2.90223 -3.86702 1.35846 1.03 0.84 0.39
C 0.54027 -4.64227 1.20187 0.71 -1.09 0.24
C 4.79681 -6.28274 2.55503 -0.36 0.19 -0.05
H 2.45812 -8.94630 2.53287 -0.30 0.26 0.01
H 3.23301 -8.23337 3.95913 0.14 -0.09 0.03
H 4.15287 -9.07405 2.66154 0.34 0.33 0.21
H 4.76147 -7.97473 0.59928 0.32 0.41 0.37
H 3.18058 -8.40290 0.41401 -0.75 0.20 0.06
H 3.54553 -6.97335 -1.42406 0.07 0.12 -0.07
H 4.47750 -5.79637 -0.49275 -0.19 0.29 0.02
H 1.40346 -6.33442 -0.48670 0.03 0.00 -0.09
H 2.33014 -4.86592 -0.96535 -0.78 0.34 0.14
H 3.75439 -3.79727 0.68241 0.42 -0.57 0.13
H 2.45032 -2.89977 1.13868 -0.88 -0.21 0.06
H 3.25527 -3.80092 2.38758 0.09 0.08 0.01
H -0.06844 -5.54022 1.09577 -0.18 -0.05 -0.08
H 0.21996 -4.15980 2.12530 0.29 0.24 -0.02
H 0.36274 -4.00959 0.33220 0.02 0.15 0.14
H 4.84303 -5.27779 2.13545 -0.50 0.09 0.13
H 5.72403 -6.68063 2.14267 -0.14 -0.77 0.16
H 4.91613 -6.19288 3.63474 -0.18 -0.04 0.04
H 1.16785 -6.30110 3.82182 -0.16 -0.40 -0.60
C -0.40524 -3.45372 8.36577 0.32 0.19 0.09
C -1.00197 -2.16777 7.77352 -0.52 1.40 0.12
C -0.34552 -0.84512 8.31348 1.46 -0.36 0.26
C 1.04773 -0.55588 7.72141 -1.26 -0.84 -1.13
C 0.83919 -0.51472 6.18612 0.62 -0.40 -0.50
C 0.22323 -1.75734 5.45655 -0.68 0.54 2.28
N -0.94946 -2.15636 6.31560 0.57 2.72 -1.12
O -1.71597 -3.10909 5.67265 -0.11 -0.87 0.61
C -0.27661 -1.28972 4.09106 -0.18 0.15 0.02
C 1.26936 -2.84463 5.31983 -0.09 -0.30 -0.24
C -2.45942 -1.97661 8.23092 -0.75 -0.39 -0.20
H 0.56927 -3.65061 7.91893 0.25 0.21 0.33
H -0.95692 -4.37427 8.17514 -0.54 0.17 -0.11
H -0.33828 -3.35383 9.44911 0.21 -0.12 0.01
H -1.00088 0.01632 8.18495 -0.13 -0.19 -0.34
H -0.18523 -0.93951 9.38749 -0.38 -0.23 0.22
H 1.69051 -1.37031 8.05554 0.33 -0.04 -0.28
H 1.49713 0.37733 8.06088 -0.20 0.03 0.07
H 1.78797 -0.38359 5.66581 0.25 0.37 0.02
H 0.20475 0.33457 5.93259 -0.01 0.17 0.15
H 0.55981 -0.91658 3.50007 0.17 -0.03 0.03
H -0.78564 -2.04540 3.49279 0.12 -0.27 0.21
H -0.97745 -0.46296 4.20677 -0.05 0.02 0.12
H 1.82431 -3.01085 6.24314 0.07 0.07 -0.03
H 0.80913 -3.78705 5.02296 0.01 -0.10 -0.06
H 1.95479 -2.57227 4.51727 0.21 -0.08 0.06
H -3.09166 -2.72589 7.75453 -0.11 -0.19 0.38
H -2.92804 -1.02007 7.99951 0.52 0.19 -0.73
H -2.57709 -1.95838 9.31440 0.31 -0.74 0.17
H -1.32281 -3.89684 6.05539 -0.35 -1.09 -0.47
C 3.23919 -0.38077 -3.48189 0.46 0.01 -0.16
C 4.45857 -0.39784 -2.50091 -0.01 0.05 -0.59
C 5.65595 -1.12236 -3.24180 -0.38 0.33 0.04
C 6.42181 -0.27338 -4.24340 -0.43 1.23 0.38
C 6.82870 1.08365 -3.58010 -0.86 -1.43 -0.30
C 5.66447 1.88062 -2.89364 -0.37 -0.73 -0.58
N 4.83448 0.96268 -2.00327 3.24 -0.78 -1.73
O 3.83184 1.62173 -1.34709 -1.41 0.64 -0.56
C 6.43120 2.86454 -2.00276 0.17 0.85 -0.23
C 4.82270 2.60942 -4.05868 0.03 -0.43 1.25
C 4.12379 -1.23028 -1.25596 -0.53 -0.64 -0.39
H 2.89795 -1.39565 -3.68601 -0.39 -0.12 0.62
H 3.46353 -0.06129 -4.49958 0.62 0.33 0.03
H 2.44603 0.29363 -3.15912 -0.14 -0.36 0.36
H 6.35143 -1.61680 -2.56362 0.13 0.53 0.58
H 5.29661 -1.99062 -3.79416 -0.69 0.00 0.02
H 5.82561 -0.06344 -5.13141 -0.20 -0.13 -0.08
H 7.28039 -0.85956 -4.57101 0.23 0.30 -0.06
H 7.23993 1.77620 -4.31451 0.32 -0.16 0.06
H 7.58675 0.75485 -2.86922 0.11 0.65 0.34
H 7.14891 2.36744 -1.35016 -0.42 -0.34 0.24
H 7.08910 3.48620 -2.61005 -0.04 0.04 -0.48
H 5.86766 3.60693 -1.43762 -0.48 -0.37 0.13
H 4.08306 3.26605 -3.60055 0.08 0.19 0.11
H 5.42202 3.18975 -4.76020 0.34 0.08 0.32
H 4.23533 1.93442 -4.68115 0.21 -0.38 0.20
H 4.08512 -2.28914 -1.51172 0.13 -0.20 -0.31
H 3.11278 -1.04636 -0.89245 0.08 0.47 0.29
H 4.86817 -1.15462 -0.46332 -0.06 0.37 -0.04
H 4.05605 1.54652 -0.41668 0.04 -0.05 0.63
C -6.31783 -6.48449 -1.27309 0.51 1.08 2.06
C -6.16776 -4.88972 -1.16369 -1.19 -0.52 -1.88
C -7.10004 -4.25305 -0.09311 1.20 -0.17 1.02
C -6.46760 -4.25542 1.31011 0.59 0.00 -1.26
C -4.94872 -3.66624 1.26122 -2.73 -1.81 0.00
C -4.06744 -4.26725 0.13325 0.34 -0.37 1.21
N -4.80525 -4.26505 -1.12718 -2.93 1.01 2.59
O -3.98594 -4.65935 -2.11882 1.17 -0.95 -2.06
C -2.84692 -3.32463 0.02054 -1.27 -0.01 -0.63
C -3.58515 -5.69224 0.50073 -0.05 0.73 -0.52
C -6.92862 -4.43368 -2.42952 0.41 0.50 -0.60
H -6.31811 -6.86601 -0.25203 0.06 -0.29 0.18
H -5.49482 -7.00030 -1.76775 -0.22 0.31 -0.42
H -7.31506 -6.72982 -1.63838 0.28 0.03 -0.45
H -7.36001 -3.23422 -0.38033 0.34 0.16 -0.18
H -8.06113 -4.76664 -0.06812 0.09 -0.35 -0.11
H -6.55050 -5.28784 1.64970 0.73 -0.22 0.18
H -7.15114 -3.74540 1.98890 0.44 0.55 0.16
H -4.58845 -4.00839 2.23140 0.66 0.73 0.00
H -5.06894 -2.58969 1.13999 0.39 0.04 0.23
H -2.09130 -3.70885 -0.66467 0.26 -0.16 0.45
H -3.25855 -2.43362 -0.45355 0.25 0.46 0.11
H -2.49799 -3.06069 1.01888 0.34 -0.16 -0.19
H -4.48511 -6.30235 0.57787 0.46 -0.38 0.49
H -2.94041 -6.06586 -0.29477 -0.26 -0.11 -0.26
H -2.92316 -5.66524 1.36626 -0.47 -0.14 0.40
H -6.67141 -4.90734 -3.37694 0.55 -0.05 0.09
H -6.81468 -3.35338 -2.51930 -0.06 0.08 -0.24
H -7.98897 -4.65899 -2.31549 -0.03 0.08 0.22
H -3.63322 -3.81722 -2.41547 0.19 -0.05 -0.57
C -0.16349 8.59100 0.84535 0.58 1.22 -0.69
C 0.46516 7.25474 0.38157 -0.28 -0.67 0.13
C 0.49123 7.26346 -1.15027 -0.05 0.72 -0.33
C 1.32347 6.22459 -1.82647 0.87 -0.47 0.30
C 2.79371 6.19282 -1.30467 -1.88 -0.11 -0.18
C 2.83387 6.09810 0.23043 -0.06 -0.74 -0.17
N 1.89106 7.10539 0.79201 -0.04 1.04 -0.14
O 2.01333 7.19909 2.20713 -0.04 -0.35 -0.78
C 2.55146 4.62364 0.65289 -0.66 0.45 -0.11
C 4.26156 6.40949 0.69708 0.16 0.35 -0.51
C -0.54352 6.16354 0.93519 1.25 0.40 0.21
H -0.13677 8.86372 1.90034 -0.28 -0.77 0.10
H -1.14283 8.73989 0.39058 -0.58 -0.81 0.55
H 0.24647 9.48952 0.38417 1.16 -0.18 -0.22
H -0.51798 7.23208 -1.56090 -0.22 0.04 0.20
H 0.93410 8.19173 -1.51121 -0.17 0.51 0.40
H 1.39557 6.46167 -2.88793 -0.28 -0.19 -0.16
H 0.85459 5.24676 -1.71654 0.15 -0.24 -0.08
H 3.30797 7.08342 -1.66587 0.13 0.04 0.11
H 3.17345 5.30387 -1.80833 0.75 -0.02 0.41
H 2.35383 4.56294 1.72311 0.45 -0.06 0.23
H 1.64871 4.19833 0.21443 -0.04 0.15 -0.38
H 3.38006 3.97932 0.35899 0.08 0.02 0.24
H 4.52373 7.45149 0.51378 -0.40 0.30 0.60
H 4.45027 6.08459 1.72028 0.02 0.30 -0.04
H 4.98250 5.93738 0.02965 -0.13 -0.70 0.04
H -0.29589 5.13400 0.67668 -0.24 0.01 -0.69
H -1.54263 6.49117 0.64789 0.00 -0.48 -0.05
H -0.50539 6.12658 2.02390 -0.16 0.40 0.18
H 1.65028 6.35300 2.47904 -0.15 -0.26 0.78
C -1.34453 2.50948 3.38724 -1.82 0.68 0.36
C -2.41712 3.66537 3.19424 0.96 -1.47 0.24
C -3.78079 3.34577 3.75728 -0.35 -0.75 0.54
O -1.90932 4.78505 3.85231 0.53 1.27 0.01
H -0.39943 2.71314 2.88384 -0.24 -0.04 -0.23
H -1.84448 1.59487 3.06844 0.50 -0.27 -0.30
H -1.15096 2.41741 4.45595 0.04 0.00 0.09
H -2.49358 3.80744 2.11624 -0.01 0.56 -0.15
H -4.49116 4.17083 3.80962 0.18 0.34 -0.69
H -3.70141 3.07598 4.81038 0.29 -0.39 0.17
H -4.26066 2.51093 3.24652 -0.01 0.02 -0.02
H -2.49912 5.03319 4.56797 0.00 0.04 -0.05
C -2.32282 5.91996 -3.98064 0.45 1.09 -0.01
C -2.76882 4.97953 -2.87878 -0.21 -0.62 -0.67
C -3.39807 5.74290 -1.73047 -0.14 -0.28 -0.05
O -3.69117 4.01084 -3.36999 -1.20 0.57 1.25
H -1.89261 5.53350 -4.90458 -0.10 -0.67 0.22
H -1.57403 6.60472 -3.58250 0.31 -0.05 0.16
H -3.10893 6.60742 -4.29291 -0.46 -0.26 0.07
H -1.95434 4.38198 -2.46934 0.70 0.33 0.00
H -4.40836 6.07267 -1.97268 0.08 0.22 -0.26
H -2.75249 6.59084 -1.50173 -0.19 0.04 0.23
H -3.50588 5.10037 -0.85661 0.21 0.03 0.12
H -3.34673 3.53654 -4.13025 0.53 -0.33 -0.69
C 1.41966 3.74953 -5.51317 -0.17 -0.11 -0.98
C 1.09876 2.43501 -4.88966 -0.56 -0.19 2.69
C 0.91061 2.62459 -3.31152 -0.03 -0.57 -1.24
O -0.06862 1.86870 -5.48645 0.08 0.84 -0.30
H 1.29125 3.58417 -6.58287 0.61 0.29 -0.28
H 2.42646 4.05893 -5.23260 -0.03 0.08 -0.25
H 0.71296 4.54752 -5.28538 -0.09 -0.10 0.46
H 1.87405 1.68169 -5.02948 0.45 0.31 -0.08
H 0.49232 1.71413 -2.88232 0.01 -0.08 -0.08
H 0.22797 3.44134 -3.07695 -0.12 0.08 -0.27
H 1.84789 2.82001 -2.79054 0.20 0.00 -0.16
H -0.16234 0.98803 -5.11600 -0.39 -0.57 0.43
C -0.48766 1.81760 -0.24635 -0.69 0.87 0.38
C -0.52009 0.35221 -0.60430 -0.37 -0.02 1.17
C -0.65562 -0.53888 0.64370 1.49 0.08 0.51
O -1.67132 0.07106 -1.35366 0.42 -0.88 -1.17
H -0.63641 2.46211 -1.11271 0.40 -0.15 -0.27
H 0.40028 2.14446 0.29478 0.11 -0.19 -0.07
H -1.35913 2.07481 0.35572 -0.10 -0.15 0.45
H 0.36526 0.20821 -1.22359 0.19 -0.81 0.09
H -1.55190 -0.34162 1.23181 -0.36 0.10 -0.49
H 0.13659 -0.36435 1.37173 0.37 0.25 -0.05
H -0.57146 -1.60912 0.45505 -0.32 0.01 -0.42
H -2.28339 0.80587 -1.26983 -0.62 0.47 -0.31
C -4.07816 0.69256 -4.82798 0.38 0.09 -1.16
C -3.22296 1.43207 -5.91686 -0.86 -2.47 0.88
C -3.99522 1.70994 -7.17480 0.24 1.10 -0.96
O -2.71728 2.58837 -5.37764 0.04 1.82 0.42
H -4.95609 1.31220 -4.64527 -0.09 -0.04 0.23
H -3.57033 0.45052 -3.89438 0.27 0.45 -0.09
H -4.40791 -0.26206 -5.23795 -0.21 -0.02 -0.13
H -2.35339 0.84030 -6.20279 -0.08 -0.60 0.10
H -3.25907 2.14281 -7.85215 0.11 -0.18 -0.41
H -4.68346 2.54968 -7.07851 -0.43 -0.23 0.46
H -4.47572 0.88162 -7.69547 0.06 -0.16 0.38
H -1.78518 2.63629 -5.60235 0.68 0.02 0.21
C 0.35671 -2.14581 -5.62124 -1.18 0.95 0.83
C -0.68713 -1.89808 -4.49286 0.58 -0.41 2.36
C -0.40231 -2.66483 -3.19353 0.34 -2.59 -0.90
O -0.67947 -0.59553 -3.99943 0.88 2.85 -1.78
H 1.36583 -2.30055 -5.23938 -0.14 -0.18 0.05
H 0.35639 -1.21967 -6.19601 0.13 -0.06 -0.32
H 0.00657 -2.95639 -6.26035 0.27 -0.05 0.08
H -1.70848 -2.08227 -4.82604 -0.01 -0.56 -0.38
H 0.56250 -2.54129 -2.70163 0.35 0.79 -0.58
H -0.34556 -3.69305 -3.55081 -0.27 -0.69 0.59
H -1.10254 -2.59712 -2.36094 -0.57 0.25 -0.47
H -1.13539 -0.50343 -3.15964 -0.34 -0.01 0.57
C -4.89612 0.15615 -0.88266 -0.10 -1.36 -0.39
C -4.83668 1.62715 -1.20559 -0.77 -1.54 0.75
C -5.25363 2.46345 0.01423 -0.29 0.72 -0.82
O -3.51938 1.81940 -1.63915 0.23 1.00 0.58
H -4.46667 -0.07714 0.09163 -0.19 0.06 0.18
H -4.30150 -0.42008 -1.59152 0.36 0.24 -0.17
H -5.85652 -0.33963 -1.02387 -0.42 0.44 0.56
H -5.45459 1.80400 -2.08593 -0.50 0.34 0.20
H -5.09823 3.51500 -0.22696 0.29 0.16 0.21
H -4.76418 2.21056 0.95476 0.32 -0.14 -0.25
H -6.32723 2.42053 0.19761 -0.12 -0.41 -0.12
H -3.58217 2.66762 -2.08432 0.70 0.78 -0.83
C 2.53059 1.39059 2.51852 -0.35 -0.57 0.65
C 3.98508 0.95792 2.56552 0.55 -2.11 -0.83
C 4.16190 -0.59845 2.75502 -0.87 0.87 1.05
O 4.56366 1.19089 1.28786 -0.01 1.29 -0.70
H 1.96801 0.87576 1.73970 0.27 0.14 -0.37
H 2.33461 2.46248 2.49107 0.42 -0.02 -0.30
H 2.04038 1.04814 3.42985 0.07 -0.04 0.31
H 4.52032 1.48583 3.35477 0.11 0.15 -0.01
H 3.46101 -1.15572 2.13348 -0.21 0.17 0.09
H 3.98394 -0.79462 3.81235 -0.28 -0.43 0.07
H 5.13691 -1.03823 2.54516 0.33 0.64 -0.15
H 5.45645 0.84434 1.22129 0.05 -0.08 0.25
```
Positions in Å, forces in eV/Å.

Results of the Mulliken charge analysis, in e, for atoms 1 through 2: C -1.90; C 1.74